Entry 1:
Entry from the OMol25 dataset: 13 unconnected molecules or ions with the total composition C92H211N13O18 at a distorted geometry (wB97M-V/def2-TZVPD).

```
! wB97M-V def2-TZVPD RIJCOSX def2/J DEFGRID3
* xyz 0 1
C -4.748 -25.592 28.367
C -3.781 -26.416 29.237
C -4.231 -26.695 30.613
O -3.152 -27.579 31.073
C -3.308 -28.065 32.402
N -3.678 -27.613 28.448
H -5.650 -26.189 28.505
H -4.795 -25.771 27.293
H -4.740 -24.562 28.724
H -2.804 -25.952 29.100
H -5.228 -27.134 30.568
H -4.148 -25.754 31.156
H -2.466 -28.739 32.564
H -4.145 -28.742 32.570
H -3.085 -27.376 33.217
H -4.536 -28.100 28.229
H -3.097 -28.166 29.061
C -14.142 -17.116 26.404
C -12.853 -17.873 26.031
C -11.891 -18.162 27.191
O -11.620 -17.008 27.957
C -10.904 -16.025 27.265
N -13.226 -19.015 25.182
H -14.495 -17.477 27.370
H -14.894 -17.126 25.615
H -13.925 -16.048 26.425
H -12.354 -17.188 25.345
H -11.002 -18.750 26.962
H -12.458 -18.789 27.879
H -10.580 -15.457 28.137
H -11.449 -15.414 26.545
H -9.959 -16.341 26.821
H -13.824 -19.673 25.660
H -12.409 -19.558 24.941
C -7.385 -16.127 32.035
O -6.322 -16.886 32.472
C -5.759 -16.330 33.774
C -4.401 -17.009 34.061
N -3.256 -16.249 33.389
C -2.605 -15.112 34.122
C -1.671 -15.578 35.264
O -0.558 -16.333 34.641
C 0.441 -16.696 35.626
H -8.127 -15.900 32.800
H -7.791 -16.733 31.225
H -6.921 -15.218 31.654
H -6.390 -16.635 34.609
H -5.675 -15.244 33.804
H -4.559 -17.954 33.542
H -4.361 -17.177 35.138
H -2.495 -16.883 33.189
H -3.422 -14.509 34.518
H -2.171 -14.363 33.459
H -2.167 -16.232 35.981
H -1.474 -14.708 35.890
H 1.062 -15.955 36.129
H 1.049 -17.492 35.196
H -0.122 -17.241 36.384
C -6.319 -23.607 24.761
O -6.947 -22.468 25.451
C -7.567 -22.677 26.701
C -8.305 -21.340 26.936
N -9.059 -21.519 28.289
C -8.242 -21.412 29.536
C -9.124 -21.267 30.821
O -9.822 -20.033 30.639
C -10.534 -19.593 31.739
H -7.054 -24.339 24.427
H -5.623 -24.202 25.353
H -5.707 -23.188 23.963
H -6.779 -23.017 27.373
H -8.293 -23.488 26.647
H -8.974 -21.004 26.144
H -7.576 -20.539 27.058
H -9.988 -21.148 28.155
H -7.696 -20.470 29.485
H -7.588 -22.283 29.585
H -8.433 -21.310 31.664
H -9.803 -22.118 30.871
H -10.930 -18.624 31.432
H -9.854 -19.346 32.554
H -11.297 -20.164 32.268
C -15.269 -25.030 27.539
O -14.716 -26.166 27.010
C -13.373 -26.181 27.259
C -12.552 -27.106 26.387
N -12.536 -26.730 24.947
C -11.855 -27.675 24.093
C -10.342 -27.695 24.240
O -10.097 -28.301 25.468
C -8.799 -28.746 25.695
H -16.331 -24.985 27.295
H -14.934 -24.084 27.114
H -14.980 -24.906 28.583
H -13.185 -26.469 28.293
H -13.030 -25.168 27.047
H -12.686 -28.162 26.620
H -11.535 -26.794 26.625
H -13.503 -26.685 24.660
H -12.083 -27.382 23.068
H -12.231 -28.697 24.131
H -9.945 -26.681 24.301
H -9.842 -28.158 23.390
H -8.120 -27.952 26.007
H -8.404 -29.102 24.744
H -8.739 -29.576 26.399
C -11.003 -20.251 22.481
O -11.349 -20.570 23.780
C -10.947 -21.932 24.145
C -11.709 -22.328 25.480
N -12.978 -23.082 25.291
C -13.944 -22.250 24.486
C -14.930 -23.294 23.971
O -14.327 -24.352 23.372
C -13.817 -24.277 22.057
H -9.952 -20.106 22.229
H -11.507 -19.356 22.116
H -11.366 -20.975 21.752
H -9.859 -21.994 24.174
H -11.202 -22.608 23.329
H -11.965 -21.483 26.119
H -11.148 -23.032 26.095
H -12.675 -23.841 24.697
H -13.437 -21.665 23.718
H -14.466 -21.707 25.274
H -15.538 -22.721 23.271
H -15.559 -23.591 24.811
H -13.003 -24.992 21.942
H -13.301 -23.361 21.772
H -14.515 -24.510 21.253
C -5.323 -20.283 31.936
O -5.515 -21.620 31.334
C -4.635 -22.709 31.883
C -5.305 -23.354 33.136
N -6.414 -24.056 32.669
C -7.493 -24.241 33.622
C -7.503 -25.486 34.524
O -8.841 -25.525 35.062
C -8.964 -26.553 35.993
H -6.256 -19.735 31.812
H -4.566 -19.838 31.290
H -5.090 -20.301 33.001
H -3.621 -22.316 31.957
H -4.482 -23.536 31.190
H -5.598 -22.539 33.797
H -4.626 -24.142 33.462
H -6.892 -23.609 31.899
H -8.393 -24.226 33.007
H -7.622 -23.350 34.236
H -6.793 -25.270 35.322
H -7.108 -26.399 34.078
H -8.887 -26.202 37.022
H -8.209 -27.336 35.927
H -9.900 -27.087 35.826
C -17.049 -13.882 29.687
C -16.739 -14.678 30.942
C -17.494 -13.981 32.083
C -17.402 -14.797 33.435
C -17.903 -16.163 33.178
C -17.208 -17.016 32.005
N -17.226 -16.061 30.784
O -16.782 -16.693 29.661
C -15.789 -17.556 32.390
C -18.078 -18.260 31.791
C -15.234 -14.563 31.200
H -16.318 -14.160 28.928
H -17.023 -12.796 29.777
H -17.962 -14.140 29.150
H -17.583 -12.897 32.149
H -18.555 -14.116 31.872
H -18.002 -14.277 34.183
H -16.361 -14.789 33.756
H -18.979 -16.005 33.103
H -17.947 -16.847 34.025
H -15.155 -16.745 32.748
H -15.729 -18.156 33.298
H -15.204 -18.014 31.592
H -19.140 -18.047 31.911
H -18.131 -18.733 30.810
H -17.764 -19.088 32.426
H -14.899 -14.669 32.232
H -14.928 -13.542 30.969
H -14.660 -15.213 30.539
H -16.212 -17.378 30.018
C -2.749 -25.732 21.061
C -2.457 -26.977 21.981
C -1.649 -26.429 23.184
C -1.752 -27.237 24.482
C -3.219 -27.340 24.832
C -4.087 -28.044 23.743
N -3.765 -27.427 22.443
O -4.596 -28.033 21.390
C -3.887 -29.578 23.763
C -5.594 -27.713 24.075
C -1.636 -28.054 21.220
H -1.867 -25.612 20.431
H -2.970 -24.838 21.644
H -3.586 -25.716 20.363
H -0.606 -26.369 22.875
H -1.905 -25.389 23.387
H -1.188 -26.734 25.267
H -1.130 -28.131 24.537
H -3.616 -26.382 25.169
H -3.116 -27.920 25.749
H -4.519 -29.932 24.577
H -4.132 -30.125 22.852
H -2.859 -29.912 23.905
H -6.163 -28.522 23.616
H -5.844 -27.764 25.135
H -5.979 -26.749 23.742
H -2.251 -28.614 20.516
H -1.340 -28.849 21.904
H -0.821 -27.652 20.619
H -5.478 -27.695 21.562
C -8.575 -21.648 38.342
C -8.195 -20.914 37.026
C -9.208 -21.289 35.817
C -10.667 -20.623 35.854
C -10.421 -19.114 35.860
C -9.537 -18.657 37.087
N -8.274 -19.436 37.201
O -7.439 -18.974 38.178
C -9.408 -17.147 36.776
C -10.413 -18.660 38.442
C -6.792 -21.325 36.509
H -8.134 -22.644 38.308
H -9.613 -21.814 38.629
H -8.229 -21.101 39.219
H -8.780 -20.971 34.867
H -9.277 -22.375 35.755
H -11.085 -20.964 36.801
H -11.327 -20.940 35.046
H -11.424 -18.691 35.913
H -10.216 -18.768 34.847
H -9.172 -16.886 35.744
H -10.277 -16.545 37.044
H -8.549 -16.791 37.345
H -9.830 -18.965 39.311
H -10.952 -17.742 38.678
H -11.255 -19.349 38.374
H -6.970 -22.374 36.275
H -5.998 -21.267 37.253
H -6.551 -20.930 35.521
H -6.763 -18.464 37.724
C -6.498 -24.204 20.833
C -7.107 -23.378 19.726
C -7.668 -22.025 20.353
C -6.663 -20.978 20.669
C -5.688 -20.763 19.481
C -5.020 -22.004 18.798
N -6.169 -22.989 18.610
O -5.808 -24.015 17.876
C -4.424 -21.623 17.409
C -3.707 -22.511 19.587
C -8.316 -24.137 19.200
H -7.237 -24.376 21.617
H -6.145 -25.140 20.401
H -5.584 -23.754 21.221
H -8.384 -21.561 19.675
H -8.178 -22.286 21.281
H -7.158 -20.053 20.964
H -6.073 -21.343 21.510
H -4.862 -20.202 19.918
H -5.994 -19.926 18.854
H -5.184 -21.347 16.678
H -3.866 -22.491 17.057
H -3.665 -20.844 17.481
H -3.324 -23.388 19.066
H -3.894 -22.642 20.653
H -2.800 -21.907 19.574
H -9.223 -24.018 19.792
H -8.737 -23.739 18.276
H -8.034 -25.157 18.942
H -5.997 -23.798 16.960
C -12.826 -24.373 31.739
C -13.740 -23.565 32.749
C -13.228 -22.054 32.693
C -14.123 -21.003 33.401
C -15.553 -21.084 32.736
C -16.189 -22.513 32.621
N -15.133 -23.554 32.230
O -15.659 -24.767 32.271
C -16.707 -22.876 34.040
C -17.266 -22.440 31.528
C -13.565 -24.196 34.219
H -12.930 -25.457 31.697
H -11.775 -24.318 32.024
H -12.994 -24.127 30.691
H -12.204 -22.142 33.055
H -12.985 -21.777 31.667
H -13.691 -20.003 33.359
H -14.166 -21.249 34.462
H -15.432 -20.659 31.739
H -16.056 -20.391 33.411
H -17.342 -23.733 33.817
H -16.086 -23.215 34.869
H -17.421 -22.148 34.426
H -17.872 -21.542 31.644
H -16.745 -22.254 30.589
H -17.971 -23.270 31.479
H -14.034 -23.696 35.066
H -12.506 -24.262 34.469
H -13.976 -25.205 34.189
H -15.433 -25.137 31.414
C -1.991 -22.435 22.994
C -2.215 -21.247 23.987
C -3.629 -20.619 23.539
C -4.229 -19.773 24.629
C -4.143 -20.451 25.968
C -2.834 -21.021 26.496
N -2.263 -21.783 25.406
O -1.141 -22.502 25.736
C -1.802 -19.995 27.148
C -3.204 -22.107 27.649
C -1.025 -20.223 23.817
H -1.699 -22.014 22.032
H -2.882 -23.059 22.926
H -1.276 -23.206 23.283
H -3.409 -20.074 22.621
H -4.322 -21.460 23.498
H -5.174 -19.424 24.213
H -3.708 -18.819 24.705
H -4.693 -21.388 25.885
H -4.621 -19.936 26.801
H -2.255 -19.708 28.097
H -0.858 -20.507 27.337
H -1.565 -19.081 26.603
H -2.911 -23.153 27.561
H -2.808 -21.782 28.611
H -4.276 -22.106 27.846
H -1.322 -19.203 24.063
H -0.706 -20.267 22.776
H -0.263 -20.554 24.523
H -0.463 -21.822 25.745
*
```

Output
**E_LUMO**: 0.36 eV
**F_max**: 4.70 eV/A
**Kohn-Sham gap**: 8.15 eV
**HOMO**: -7.794 eV

Entry 2:
Entry from the OMol25 dataset: 2 unconnected molecules or ions with the total composition C6H18N4 at a distorted geometry (wB97M-V/def2-TZVPD).

```
! wB97M-V def2-TZVPD RIJCOSX def2/J DEFGRID3
* xyz 2 1
C -1.629 0.557 0.455
C -3.026 0.395 -0.013
C 0.911 2.887 0.124
C 2.682 -0.405 0.126
C 0.271 -1.838 1.127
C -0.406 -1.698 -1.226
N -0.875 1.563 0.080
N 0.292 1.738 0.560
N 1.326 -0.196 -0.326
N 0.296 -1.083 -0.100
H -1.480 0.083 1.416
H -3.672 1.051 0.547
H -3.542 -0.543 0.191
H -3.297 0.791 -0.955
H 0.429 3.380 -0.656
H 0.821 3.678 0.950
H 1.957 2.606 -0.123
H 2.752 -0.784 1.190
H 3.298 -0.953 -0.710
H 3.167 0.560 0.159
H -0.649 -2.258 1.363
H 1.079 -2.643 0.844
H 0.634 -1.263 1.998
H -1.354 -2.361 -0.913
H -0.683 -1.052 -2.019
H 0.256 -2.493 -1.590
H -1.230 2.203 -0.566
H 1.362 0.149 -1.305
*
```

Output
**E_LUMO (alpha / beta)**: -9.37 / -9.65 eV
**F_max**: 4.75 eV/A
**Kohn-Sham gap (alpha / beta)**: 7.96 / 7.68 eV
**HOMO (alpha / beta)**: -17.334 / -17.329 eV

Entry 3:
Entry from the OMol25 dataset: 4 unconnected molecules or ions with the total composition C5H18NO4 at a distorted geometry (wB97M-V/def2-TZVPD).

```
! wB97M-V def2-TZVPD RIJCOSX def2/J DEFGRID3
* xyz 0 2
C -1.114 -0.342 2.480
O -0.269 -0.914 3.369
C -0.682 -0.543 0.962
C -0.803 0.782 0.144
C -0.930 0.339 -1.324
C -2.403 0.214 -1.692
N 0.696 -0.999 0.847
H -0.982 0.739 2.626
H -2.143 -0.647 2.672
H -1.348 -1.305 0.540
H 0.163 1.232 0.340
H -1.718 1.239 0.507
H -0.217 -0.472 -1.492
H -0.500 1.127 -1.953
H -2.881 1.203 -1.707
H -2.899 -0.328 -0.878
H -2.645 -0.221 -2.660
H 1.259 -0.373 1.415
H 0.757 -1.962 1.170
H 1.913 -1.628 -1.626
H 1.334 -2.743 -0.863
O 1.637 -2.545 -1.765
H 0.500 3.342 -1.247
H 1.661 3.001 -0.321
O 0.985 3.666 -0.480
H 3.773 0.006 0.772
H 3.103 -1.281 0.148
O 3.752 -0.587 0.016
*
```

Output
**E_LUMO (alpha / beta)**: 0.33 / -1.81 eV
**F_max**: 2.98 eV/A
**Kohn-Sham gap (alpha / beta)**: 10.36 / 8.15 eV
**HOMO (alpha / beta)**: -10.030 / -9.957 eV